9
Properties=species:S:1:pos:R:3:mulliken_charge:R:1 method="wB97M-V/def2-TZVPD" relative_energy_ev=1.688 smiles="C1=CSCO1" energy_ha=-590.0626 lumo_ha=0.032 gap_ev=9.097
C -0.029 0.348 1.062 -0.16
C 1.200 0.037 0.580 -0.34
S 1.184 -0.183 -1.239 -0.16
C -0.626 -0.217 -1.085 -0.30
O -1.051 0.536 0.111 -0.37
H -0.350 0.398 2.165 0.31
H 1.777 -0.077 1.425 0.43
H -0.942 -1.191 -1.096 0.33
H -1.163 0.348 -1.923 0.26